{"formula": "C4H11AlF2N3O8S2", "method": "the ωB97M-V functional and the def2-TZVPD basis", "de_lowest_kcal_mol": 0.00, "charge": 1, "homo_lumo_gap_ev": 2.55, "spin_multiplicity": 1, "total_energy_ev": -58856.9493, "e_lumo_ev": -10.913, "species": ["H", "H", "N", "Al", "F", "N", "O", "C", "C", "H", "C", "H", "O", "H", "H", "N", "O", "F", "H", "H", "H", "S", "O", "O", "O", "S", "H", "O", "C", "H", "O"], "positions_angstrom": [[-3.288, 0.535, 2.846], [1.771, -2.775, 1.782], [1.639, -0.992, -3.233], [0.848, 0.181, -0.736], [3.206, 0.870, -3.261], [-1.616, 0.852, 0.953], [4.301, -1.137, -3.620], [-1.146, 0.810, 2.289], [-0.600, -0.642, 2.619], [-2.511, 0.390, 0.889], [-2.458, 1.215, 3.035], [0.092, -3.099, 2.346], [2.297, -3.303, -3.903], [-0.358, 1.554, 2.402], [-0.335, -0.583, 3.674], [-1.174, 3.817, -0.797], [-1.129, 4.800, -1.485], [0.051, -2.640, -3.462], [-1.897, 1.806, 0.773], [1.306, -2.243, 3.340], [-2.700, 2.260, 2.838], [1.431, -2.153, -4.170], [2.888, 0.034, -5.395], [0.501, -1.154, 1.818], [1.014, -1.923, -5.546], [3.040, -0.535, -4.092], [-2.347, 1.172, 4.118], [-2.015, 3.721, 0.055], [0.915, -2.384, 2.332], [-1.413, -1.362, 2.522], [-0.315, 2.909, -0.928]], "mulliken_charge": [0.461, 0.281, 0.021, 1.213, -0.310, -0.282, -0.472, 0.217, -0.845, 0.292, -1.417, 0.333, -0.465, 0.320, 0.411, 1.158, -0.417, -0.302, 0.162, 0.322, 0.426, 0.976, -0.439, -0.286, -0.427, 1.030, 0.385, -0.551, -0.787, 0.425, -0.431]}

=====

{"formula": "C4H11B2INO3", "method": "the ωB97M-V functional and the def2-TZVPD basis", "charge": -1, "homo_lumo_gap_ev": 5.93, "spin_multiplicity": 1, "total_energy_ev": -21414.4656, "e_lumo_ev": 2.006, "species": ["H", "I", "O", "B", "B", "H", "C", "H", "N", "H", "C", "H", "H", "O", "H", "H", "H", "C", "H", "C", "H", "O"], "positions_angstrom": [[0.249, -3.470, 1.207], [-4.309, -0.284, 1.269], [0.294, 3.092, 0.338], [-2.706, -1.736, 1.119], [-1.284, -1.472, 0.270], [1.822, 2.414, -2.262], [0.830, 2.750, -1.949], [1.640, -0.132, 1.339], [-0.066, -1.384, 1.119], [-2.780, -2.783, 1.685], [0.655, -0.109, 0.869], [-0.700, -2.030, -1.512], [0.416, 3.385, -2.736], [-1.246, -1.336, -1.147], [0.043, 0.710, 1.258], [1.648, -2.449, 1.634], [0.721, 0.079, -0.212], [0.938, 3.548, -0.638], [0.186, 1.876, -1.834], [0.795, -2.550, 0.951], [1.191, -2.682, -0.074], [1.661, 4.567, -0.695]], "mulliken_charge": [0.314, -0.071, -0.674, 0.208, 0.300, 0.190, -0.669, 0.315, -0.027, -0.106, -0.908, 0.274, 0.298, -0.523, 0.324, 0.301, 0.275, 0.531, 0.088, -0.974, 0.280, -0.746]}

=====

{"formula": "C4H11BFYb", "method": "the ωB97M-V functional and the def2-TZVPD basis", "charge": 1, "homo_lumo_gap_ev": 5.29, "spin_multiplicity": 1, "total_energy_ev": -39235.4289, "e_lumo_ev": -6.094, "species": ["H", "H", "B", "H", "C", "H", "H", "H", "F", "H", "H", "C", "H", "C", "H", "C", "H", "Yb"], "positions_angstrom": [[-0.765, -1.502, 0.781], [2.367, 0.925, 1.979], [-0.889, -0.094, -0.973], [1.571, 2.190, 0.935], [-0.094, -0.734, 0.311], [0.832, -1.240, -0.083], [2.242, 0.638, 0.173], [-2.278, -1.641, -2.013], [-0.835, 1.306, 1.638], [-0.836, -1.183, -3.048], [-0.243, 0.700, -1.615], [0.281, 0.320, 1.369], [-1.967, 0.367, -0.704], [1.725, 1.052, 1.066], [0.427, -0.219, 2.343], [-1.195, -1.368, -2.009], [-0.642, -2.275, -1.617], [0.298, 2.758, 1.467]], "mulliken_charge": [0.274, 0.410, -0.074, 0.099, -1.039, 0.394, 0.365, 0.252, -0.137, 0.246, -0.155, 0.437, -0.127, -0.793, 0.330, -0.907, 0.260, 1.164]}

=====

{"formula": "C4H11BNO6P", "method": "the ωB97M-V functional and the def2-TZVPD basis", "smiles": "CC(C)=NO[P@@](=O)(O)OCB(O)O", "homo_lumo_gap_ev": 8.30, "spin_multiplicity": 1, "total_energy_ev": -28063.8562, "e_lumo_ev": -0.790, "species": ["C", "O", "H", "O", "B", "H", "H", "O", "H", "C", "H", "O", "H", "H", "N", "O", "C", "H", "H", "O", "H", "C", "H", "P"], "positions_angstrom": [[1.364, 0.142, -1.448], [0.440, 2.627, -1.783], [-0.327, 2.685, -1.139], [-0.052, 0.857, -3.669], [0.557, 1.254, -2.351], [-3.281, -0.213, 0.213], [-2.747, 0.796, 1.818], [0.932, -0.853, 1.575], [-1.760, 1.046, 0.186], [-1.268, -0.885, 1.299], [3.771, -0.260, 1.898], [3.265, 0.590, 2.148], [0.566, -0.581, -0.992], [-0.916, 1.382, -3.799], [-0.243, -0.479, 2.156], [2.337, 0.692, -0.495], [-1.287, -2.463, 0.839], [-0.290, -2.779, 0.267], [1.994, -0.515, -2.221], [1.005, 1.926, 1.631], [-1.320, -3.123, 1.808], [-2.368, 0.247, 0.828], [-2.165, -2.694, 0.078], [1.792, 0.601, 1.155]], "mulliken_charge": [-0.088, -0.561, 0.324, -0.568, 0.551, 0.299, 0.308, -0.156, -0.012, 0.486, 0.326, -0.525, 0.026, 0.319, -0.391, -0.281, -0.878, 0.231, 0.252, -0.580, 0.317, -0.569, 0.286, 0.884]}

=====

{"formula": "C4H11BrN2", "method": "the ωB97M-V functional and the def2-TZVPD basis", "de_lowest_kcal_mol": 104.36, "charge": 2, "homo_lumo_gap_ev": [4.17, 10.81], "spin_multiplicity": 1, "total_energy_ev": -77325.2404, "e_lumo_ev": [-10.402, -7.537], "species": ["H", "H", "H", "N", "C", "H", "H", "H", "H", "C", "H", "H", "C", "H", "H", "N", "C", "Br"], "positions_angstrom": [[3.976, 1.488, -1.352], [-1.465, -1.420, -1.667], [-2.886, -2.088, -1.346], [-1.991, -1.820, -0.935], [0.243, 0.512, 0.721], [3.420, -0.237, -0.581], [-1.061, 2.114, 1.308], [5.101, 0.571, -0.193], [-0.130, -1.519, 0.314], [-0.538, -0.528, 0.420], [-1.682, -2.727, -0.671], [0.277, 2.633, 0.559], [4.090, 0.604, -0.739], [-2.434, -1.201, 1.112], [0.492, 2.000, 1.930], [-0.053, 1.883, 1.087], [-1.994, -0.817, 0.249], [-3.365, 0.552, -0.215]], "mulliken_charge": [0.314, 0.354, 0.361, -0.356, -0.298, 0.331, 0.345, 0.270, 0.296, -0.264, 0.345, 0.348, -0.671, 0.431, 0.419, -0.184, -0.031, -0.011]}

=====

{"formula": "C4H11BrP", "method": "the ωB97M-V functional and the def2-TZVPD basis", "de_lowest_kcal_mol": 65.88, "charge": 1, "homo_lumo_gap_ev": [8.75, 7.31], "spin_multiplicity": 1, "total_energy_ev": -83648.1106, "e_lumo_ev": [-5.957, -6.933], "species": ["H", "C", "H", "H", "H", "H", "H", "C", "H", "Br", "H", "H", "C", "C", "H", "H", "P"], "positions_angstrom": [[0.453, -2.169, -1.005], [1.992, -0.030, -0.006], [2.516, 0.895, 0.440], [-0.989, 0.345, 2.115], [2.414, -0.915, 0.494], [-1.275, -1.710, -0.866], [0.005, -0.859, -2.126], [-0.549, 1.550, -0.175], [2.283, 0.016, -1.085], [-4.081, 0.099, -0.216], [-0.209, 2.416, 0.399], [-1.618, 1.564, 0.215], [-0.363, -0.364, 1.774], [-0.212, -1.344, -1.104], [-0.351, 1.846, -1.229], [-0.241, -1.312, 2.189], [0.224, -0.028, 0.186]], "mulliken_charge": [0.414, -1.083, 0.364, 0.402, 0.369, 0.317, 0.347, -1.025, 0.364, 0.001, 0.412, 0.203, -0.970, -1.014, 0.325, 0.351, 1.222]}

=====

{"formula": "C4H11BrPS", "method": "the ωB97M-V functional and the def2-TZVPD basis", "de_lowest_kcal_mol": 0.00, "charge": 1, "homo_lumo_gap_ev": 8.90, "spin_multiplicity": 1, "total_energy_ev": -94485.9587, "e_lumo_ev": -4.998, "species": ["H", "H", "H", "Br", "H", "H", "C", "S", "C", "H", "H", "C", "C", "H", "H", "P", "H", "H"], "positions_angstrom": [[-2.601, -0.482, 0.011], [2.229, -1.764, 0.448], [1.398, 2.316, 0.333], [-1.362, 3.312, 0.337], [2.295, 0.924, -0.301], [1.646, -2.829, -0.813], [1.325, -2.151, -0.026], [-1.265, 1.369, -0.582], [1.657, 1.271, 0.510], [2.204, 1.240, 1.451], [-3.574, 0.839, -0.710], [0.455, -1.037, -0.624], [-2.787, 0.591, -0.005], [-0.500, -1.448, -0.959], [-3.018, 0.944, 0.996], [0.180, 0.207, 0.701], [0.781, -2.727, 0.719], [0.939, -0.574, -1.485]], "mulliken_charge": [0.342, 0.364, 0.385, 0.021, 0.328, 0.357, -1.317, 0.243, -0.967, 0.318, 0.366, -0.513, -0.840, 0.447, 0.410, 0.234, 0.382, 0.440]}

=====

{"formula": "C4H11CoO4", "method": "the ωB97M-V functional and the def2-TZVPD basis", "s2": 6.013, "charge": 2, "homo_lumo_gap_ev": [11.44, 7.43], "spin_multiplicity": 5, "total_energy_ev": -50119.7029, "e_lumo_ev": [-8.466, -12.521], "species": ["H", "O", "H", "C", "C", "H", "H", "O", "H", "H", "Co", "H", "H", "C", "H", "C", "O", "H", "O", "H"], "positions_angstrom": [[-0.665, 1.189, -2.433], [-2.302, 0.951, 1.171], [2.245, -0.644, -1.349], [1.503, -1.127, 0.608], [1.309, -0.979, -0.882], [-2.658, 3.078, -1.212], [2.010, -0.245, 1.022], [0.287, 0.001, -1.079], [0.042, -0.342, -3.108], [0.994, -1.921, -1.354], [-1.105, -0.101, 0.261], [-2.375, 3.235, 0.560], [-0.998, 2.873, -0.529], [-2.073, 2.711, -0.358], [0.238, -1.326, 2.178], [0.183, 0.497, -2.412], [0.202, -1.224, 1.203], [2.087, -2.031, 0.819], [-2.369, 1.337, -0.239], [1.100, 1.042, -2.673]], "lowdin_spin": [0.001, 0.694, 0.001, 0.003, 0.004, 0.001, 0.000, 0.071, 0.001, 0.001, 2.847, 0.004, 0.012, 0.021, 0.003, 0.007, 0.061, 0.002, 0.263, 0.002]}

=====

{"formula": "C4H11F3N2P2", "method": "the ωB97M-V functional and the def2-TZVPD basis", "de_lowest_kcal_mol": 31.77, "homo_lumo_gap_ev": 9.84, "spin_multiplicity": 1, "total_energy_ev": -34037.7582, "e_lumo_ev": 0.573, "species": ["H", "H", "H", "C", "N", "H", "P", "F", "P", "H", "C", "F", "H", "N", "H", "H", "H", "C", "H", "F", "H", "C"], "positions_angstrom": [[0.642, 1.141, 2.034], [3.283, -0.018, 0.814], [3.405, 0.672, -0.816], [0.710, 1.577, 0.944], [-0.703, -0.299, -1.224], [-3.403, -1.706, -0.860], [0.767, -0.522, -0.690], [-2.342, 1.423, 0.469], [-1.985, 0.042, -0.299], [1.131, 2.537, 1.153], [1.576, -1.928, -1.002], [-1.184, -0.350, 1.182], [3.554, 1.728, 0.594], [1.538, 0.796, -0.044], [-0.324, 1.583, 0.704], [-3.024, -1.811, 0.896], [1.112, -2.605, -1.661], [2.961, 0.848, 0.127], [-4.283, -0.582, 0.162], [-2.830, 0.584, -1.573], [2.758, -1.964, -0.926], [-3.359, -1.146, 0.015]], "mulliken_charge": [0.270, 0.328, 0.385, -0.683, -0.497, 0.352, 0.593, -0.309, 1.034, 0.395, -0.811, -0.478, 0.269, 0.105, 0.232, 0.294, 0.328, -0.935, 0.317, -0.370, 0.230, -1.049]}

=====

{"formula": "C4H11FP", "method": "the ωB97M-V functional and the def2-TZVPD basis", "de_lowest_kcal_mol": 46.39, "charge": 1, "homo_lumo_gap_ev": [9.14, 9.70], "spin_multiplicity": 1, "total_energy_ev": -16322.2679, "e_lumo_ev": [-4.761, -5.209], "species": ["C", "H", "C", "H", "C", "H", "H", "H", "H", "H", "H", "P", "H", "F", "H", "C", "H"], "positions_angstrom": [[-1.988, 0.224, -0.662], [0.234, -1.545, -1.763], [-0.518, -0.128, 1.820], [-0.964, 1.457, -2.466], [0.795, 1.318, -0.314], [1.754, 1.107, 0.160], [-1.130, -0.980, 2.115], [1.253, -1.776, -0.324], [0.392, 2.242, 0.100], [-0.994, 0.791, 2.171], [0.466, -0.215, 2.278], [-0.361, -0.036, 0.011], [-2.528, -0.475, -1.284], [-2.724, 1.154, -0.092], [-0.405, -2.411, -0.344], [0.237, -1.594, -0.674], [0.921, 1.435, -1.393]], "mulliken_charge": [-0.556, 0.363, -1.175, 0.091, -1.158, 0.407, 0.382, 0.384, 0.364, 0.384, 0.388, 1.230, 0.403, -0.182, 0.389, -1.129, 0.417]}